Below is a cluster of 2 separate species, C14H16O in total in a non-equilibrium geometry, with properties calculated with ωB97M-V with the def2-TZVPD basis set.

Last column: Löwdin charge in e.
Atoms and positions in Å:
C -3.33121 1.93170 -0.40139  -0.064
C -2.30775 1.48040 -1.39881  -0.270
C -2.76736 0.42607 -2.28250  -0.040
C -1.94473 -0.05476 -3.25847  -0.030
C -0.62142 0.41115 -3.43991  -0.313
O -0.06286 0.07068 -4.66480  0.040
C -0.11314 1.19714 -2.45640  -0.021
C -0.98845 1.80029 -1.52527  -0.062
H -2.85464 2.49120 0.40719  0.072
H -3.72625 1.04620 0.10231  0.080
H -4.15122 2.55385 -0.73534  0.075
H -3.77346 0.05135 -2.14889  0.108
H -2.37442 -0.74885 -3.97268  0.115
H 0.16239 -0.83993 -4.68869  0.082
H 0.94863 1.28847 -2.26864  0.114
H -0.55016 2.67775 -1.05316  0.113
C 2.17894 -2.89191 3.38487  -0.068
C 1.96212 -1.75838 2.44944  -0.290
C 3.09491 -1.11958 1.93493  -0.046
C 2.87670 0.13157 1.34977  -0.102
C 1.67131 0.81329 1.37340  -0.107
C 0.51439 0.13014 1.74749  -0.071
C 0.71297 -1.19142 2.20471  -0.053
H 2.53397 -3.85188 2.98868  0.081
H 1.27323 -3.23949 3.90051  0.077
H 2.87073 -2.58787 4.17049  0.082
H 4.10051 -1.50633 1.92609  0.110
H 3.77004 0.67378 1.04944  0.099
H 1.57199 1.75607 0.84497  0.093
H -0.47587 0.52137 1.90539  0.095
H -0.19988 -1.66206 2.55527  0.104

Forces on atoms 1 to 2 (eV/Å):
0.9 0.4 1.3
-1.3 -2.0 -1.5

E_HOMO ... -8.74 eV
Orbital gap ... 0.3523 Eh
Lowest unoccupied orbital energy ... 0.84 eV


Below is the ion C5H11NO3P with charge +1, with properties calculated with ωB97M-V with the def2-TZVPD basis set.

Last column: Löwdin charge in e.
Atoms and positions in Å:
O 1.24557 0.41035 1.46587  -0.262
P -0.15747 0.79338 1.71319  0.406
O -1.01020 -0.30736 2.48238  -0.104
O -0.38997 2.07571 2.61198  -0.088
C -1.03774 1.06825 0.16176  -0.165
C -0.61559 0.07043 -0.93043  -0.272
C -0.50454 -1.42751 -0.52736  -0.077
C 0.84912 -1.82190 -0.95386  0.032
N 1.45796 -0.89061 -1.57104  0.134
C 0.78229 0.41031 -1.50280  -0.080
H -0.41743 -0.87213 3.00881  0.111
H 0.12789 2.84171 2.31727  0.108
H -2.11742 1.05897 0.30786  0.115
H -0.77265 2.07646 -0.16804  0.111
H -1.33002 0.10922 -1.75018  0.144
H -1.17447 -2.01986 -1.16531  0.148
H -0.78365 -1.72128 0.48198  0.123
H 1.30367 -2.79536 -0.81559  0.167
H 2.37856 -1.01213 -1.97813  0.191
H 0.81762 0.98030 -2.42769  0.143
H 1.34846 0.97306 -0.76067  0.115

Forces on atoms 1 to 2 (eV/Å):
-0.1 0.0 -0.1
0.2 0.0 0.0

E_HOMO ... -14.39 eV
Orbital gap ... 0.3760 Eh
Total charge ... +1
Lowest unoccupied orbital energy ... -4.16 eV


Below is a cluster of 2 separate species, C4H5Br2Cl in total in a non-equilibrium geometry, with properties calculated with ωB97M-V with the def2-TZVPD basis set.

Last column: Löwdin charge in e.
Atoms and positions in Å:
C -1.70683 -0.57367 1.82912  -0.171
C -0.65511 -1.08769 1.19879  -1.261
C 1.12546 2.54355 -1.06601  -0.305
C -0.04550 1.78173 -1.26968  -0.485
Cl -0.75109 -1.93556 -0.27443  0.615
Br 1.12698 -0.96420 1.94990  0.620
Br -1.40187 2.24110 -0.01562  0.641
H -2.65784 -0.40046 1.36751  0.051
H -1.55157 -0.35248 2.88399  0.060
H 1.81009 2.44378 -1.95589  0.088
H 1.71758 2.33926 -0.14983  0.103
H 0.83250 3.55339 -0.98449  0.044

Forces on atoms 1 to 2 (eV/Å):
1.3 -0.3 0.6
-0.1 0.0 0.6

E_HOMO ... -8.76 eV
Orbital gap ... 0.2966 Eh
Lowest unoccupied orbital energy ... -0.69 eV


Below is an isolated molecule of C2H3N3O in a non-equilibrium geometry, with properties calculated with ωB97M-V with the def2-TZVPD basis set.

Last column: Löwdin charge in e.
Atoms and positions in Å:
O 2.13967 0.55524 -0.10987  -0.032
C 0.92830 0.31596 -0.04229  -0.536
C -0.33589 0.95018 0.08402  0.007
N -1.23643 -0.07035 0.07933  -0.022
N -0.73589 -1.28172 -0.03212  0.046
N 0.57298 -1.01482 -0.10317  0.055
H 1.53457 -1.44886 -0.19782  0.203
H -0.61934 1.98681 0.16972  0.112
H -2.24798 0.00757 0.15219  0.168

Forces on atoms 1 to 2 (eV/Å):
-0.2 1.0 0.1
0.1 0.1 0.0

E_HOMO ... -8.33 eV
Orbital gap ... 0.3322 Eh
Lowest unoccupied orbital energy ... 0.71 eV


Repeat the fourth record exactly.
Below is an isolated molecule of C2H3N3O in a non-equilibrium geometry, with properties calculated with ωB97M-V with the def2-TZVPD basis set.

Last column: Löwdin charge in e.
Atoms and positions in Å:
O 2.13967 0.55524 -0.10987  -0.032
C 0.92830 0.31596 -0.04229  -0.536
C -0.33589 0.95018 0.08402  0.007
N -1.23643 -0.07035 0.07933  -0.022
N -0.73589 -1.28172 -0.03212  0.046
N 0.57298 -1.01482 -0.10317  0.055
H 1.53457 -1.44886 -0.19782  0.203
H -0.61934 1.98681 0.16972  0.112
H -2.24798 0.00757 0.15219  0.168

Forces on atoms 1 to 2 (eV/Å):
-0.2 1.0 0.1
0.1 0.1 0.0

E_HOMO ... -8.33 eV
Orbital gap ... 0.3322 Eh
Lowest unoccupied orbital energy ... 0.71 eV


Please write out number 4 again, unchanged.
Below is an isolated molecule of C2H3N3O in a non-equilibrium geometry, with properties calculated with ωB97M-V with the def2-TZVPD basis set.

Last column: Löwdin charge in e.
Atoms and positions in Å:
O 2.13967 0.55524 -0.10987  -0.032
C 0.92830 0.31596 -0.04229  -0.536
C -0.33589 0.95018 0.08402  0.007
N -1.23643 -0.07035 0.07933  -0.022
N -0.73589 -1.28172 -0.03212  0.046
N 0.57298 -1.01482 -0.10317  0.055
H 1.53457 -1.44886 -0.19782  0.203
H -0.61934 1.98681 0.16972  0.112
H -2.24798 0.00757 0.15219  0.168

Forces on atoms 1 to 2 (eV/Å):
-0.2 1.0 0.1
0.1 0.1 0.0

E_HOMO ... -8.33 eV
Orbital gap ... 0.3322 Eh
Lowest unoccupied orbital energy ... 0.71 eV


Question: Which value of E_HOMO does entry 2 give?
Answer: -14.39 eV